# 1
A structure of composition CHCl2NS in a non-equilibrium geometry, computed with wB97M-V/def2-TZVPD.

Geometry as XYZ:
```
6
Properties=species:S:1:pos:R:3:forces:R:3
C -0.95254 -1.50903 -1.32360 -0.656 -0.347 0.355
N 0.02493 -0.95543 -1.53760 0.211 -0.193 -0.491
S 2.69332 1.74465 -1.42502 0.312 -0.015 -0.383
Cl -2.32404 -2.16190 -0.81562 -0.379 -0.347 -0.120
Cl 1.12159 1.23909 -0.21295 -0.741 -0.408 0.338
H 0.44810 -0.01049 -0.92230 1.254 1.311 0.300
```
Forces are in eV/Å.

For the energy relative to the best compared isomer or geometry (same formula, charge and spin), the calculation gives 73.6 kcal per mole. As for the gap between HOMO and LUMO: 0.226 Ha. The value obtained for the HOMO energy is -7.23 eV. Its charge is 0. For the maximum force, the calculation gives 1.8 eV Å⁻¹. The calculation puts the electronic energy at -1411.893447 Eh.

Formally, the Mulliken partial charges of the atoms, in units of the elementary charge, are as follows: 0.449, -0.139, -0.427, -0.005, -0.230, 0.352

=====

# 2
A structure of composition CHCl3CrO8S2 in a non-equilibrium geometry, computed with wB97M-V/def2-TZVPD.

Geometry as XYZ:
```
16
Properties=species:S:1:pos:R:3:forces:R:3
Cr 10.83011 15.28150 -2.58824 2.380 -3.198 1.299
S 10.66000 14.78583 0.03848 4.429 -2.104 -0.154
O 10.58200 13.38647 0.38264 -1.967 -0.242 1.061
O 10.76528 15.69368 1.16000 -1.037 0.615 0.195
O 11.92076 14.81213 -0.80732 0.331 2.419 -0.315
O 9.68566 15.20946 -1.02854 -2.532 1.110 -0.456
S 12.31657 13.20992 -3.49789 1.007 -3.187 1.523
O 12.16820 12.38779 -4.69233 -0.304 0.760 -0.469
O 11.12967 13.24872 -2.61538 -3.931 0.529 -0.351
O 13.32456 12.66891 -2.61156 1.652 0.279 -0.700
O 12.42548 14.66220 -3.77178 0.381 2.965 -1.237
C 7.56830 16.02724 -5.10732 -1.044 -0.707 -0.657
Cl 6.79690 17.51509 -4.61050 -0.057 0.331 0.092
Cl 6.44796 14.63128 -4.91341 0.166 0.336 0.056
Cl 9.14065 15.65690 -4.21253 0.311 -0.142 0.035
H 7.76314 16.05379 -6.17354 0.216 0.234 0.078
```
Forces are in eV/Å.

For the energy relative to the best compared isomer or geometry (same formula, charge and spin), the calculation gives 54.7 kcal per mole. As for the gap between HOMO and LUMO (spin up / spin down): 0.185 / 0.220 Ha. The value obtained for the HOMO energy (spin up / spin down) is -0.85 / -1.84 eV. Its charge is -2. For the maximum force, the calculation gives 4.9 eV Å⁻¹. The calculation puts the electronic energy at -3862.123056 Eh. Its spin multiplicity is 5.

These are the Mulliken partial charges, in e, on atoms 1 to 6: 0.455, 1.313, -0.664, -0.665, -0.640, -0.675

=====

Question: The lowest maximum force belongs to which entry?
Answer: CHCl2NS

=====

Question: The lowest maximum force belongs to which entry?
Answer: CHCl2NS

=====

Question: Which value of charge does entry 2 give?
Answer: -2